{"formula": "C49H41ClGeLuN2O2P", "method": "ωB97M-V with the def2-TZVPD basis set", "species": ["Lu", "C", "C", "C", "C", "N", "C", "C", "C", "C", "C", "C", "N", "H", "H", "H", "H", "H", "H", "H", "H", "Cl", "C", "C", "C", "C", "C", "C", "P", "C", "C", "C", "C", "C", "C", "C", "C", "C", "C", "C", "C", "H", "H", "H", "H", "H", "H", "H", "H", "H", "H", "H", "H", "H", "H", "O", "C", "O", "C", "C", "Ge", "C", "C", "C", "C", "C", "C", "C", "C", "C", "C", "C", "C", "C", "C", "C", "C", "C", "C", "H", "H", "H", "H", "H", "H", "H", "H", "H", "H", "H", "H", "H", "H", "H", "H", "H", "H", "H"], "positions_angstrom": [[-0.6639, 0.6440, 2.0046], [-3.4187, -3.0183, 1.9569], [-4.6944, -2.4614, 2.1001], [-4.8145, -1.0918, 2.2328], [-3.7058, -0.2920, 2.2928], [-2.4778, -0.8301, 2.1309], [-2.3542, -2.1712, 1.9997], [-3.7863, 1.1676, 2.4644], [-5.0033, 1.8194, 2.6522], [-5.0474, 3.2055, 2.7272], [-3.8668, 3.9112, 2.6105], [-2.6757, 3.1986, 2.3971], [-2.6368, 1.8701, 2.3236], [-3.2758, -4.0645, 1.7875], [-5.5803, -3.0781, 2.1431], [-5.7961, -0.6640, 2.3257], [-1.3500, -2.5445, 1.8969], [-5.9216, 1.2876, 2.7860], [-5.9479, 3.7358, 2.9343], [-3.9382, 4.9769, 2.6785], [-1.7756, 3.7466, 2.2530], [-0.6346, 0.0844, 4.7337], [1.0832, 0.1504, 5.2738], [1.2468, 0.5597, 6.5708], [2.5326, 0.7302, 7.0768], [3.6577, 0.4809, 6.2844], [3.4302, 0.0371, 4.9730], [2.1471, -0.1093, 4.4229], [1.9058, -0.2679, 2.6183], [1.5957, -1.9936, 2.2663], [1.3654, -2.3092, 0.8847], [1.1522, -3.6115, 0.4663], [1.1515, -4.6236, 1.4507], [1.2359, -4.3247, 2.7847], [1.5345, -3.0169, 3.1957], [3.5067, 0.2183, 1.9009], [3.5899, 1.4852, 1.3276], [4.7008, 1.7896, 0.5664], [5.7474, 0.9101, 0.4391], [5.6726, -0.3140, 1.0790], [4.5703, -0.6668, 1.8298], [0.3527, 0.8627, 7.1314], [2.7521, 1.0807, 8.0865], [4.6542, 0.7357, 6.6111], [4.3004, -0.0984, 4.3293], [1.3926, -1.5084, 0.1528], [1.0356, -3.8627, -0.5803], [1.0927, -5.6675, 1.1747], [1.2223, -5.1795, 3.5022], [1.6884, -2.7966, 4.2489], [2.8056, 2.1973, 1.4028], [4.7541, 2.7842, 0.1584], [6.5969, 1.1971, -0.1223], [6.5345, -0.9246, 1.0639], [4.5292, -1.6575, 2.2898], [-0.2768, 2.4703, 0.8374], [0.0718, 1.8086, -0.2164], [-0.0890, 0.5231, -0.1867], [0.5868, 2.5313, -1.4407], [-0.2090, 2.4798, -2.7504], [-0.4022, 0.6774, -3.5886], [1.3511, -0.1428, -3.2014], [2.5310, 0.5396, -3.5093], [3.7448, -0.0489, -3.2692], [3.8299, -1.3247, -2.6856], [2.6655, -2.0002, -2.3767], [1.4525, -1.4106, -2.6021], [-1.9324, -0.1773, -2.7629], [-2.2456, -1.5097, -3.0896], [-3.3505, -2.1371, -2.5379], [-4.1856, -1.4515, -1.6923], [-3.9212, -0.1394, -1.3374], [-2.7798, 0.4999, -1.8605], [-0.7703, 1.0073, -5.4514], [0.1434, 0.7889, -6.4734], [-0.1307, 1.0350, -7.7872], [-1.3541, 1.6007, -8.1136], [-2.2833, 1.9030, -7.1150], [-2.0209, 1.5801, -5.7853], [1.5568, 2.0687, -1.6141], [0.7304, 3.5549, -1.0980], [0.3998, 3.1087, -3.4352], [-1.1558, 2.9970, -2.7716], [2.5837, 1.5539, -3.9161], [4.6504, 0.4876, -3.4218], [4.7971, -1.8041, -2.4969], [2.6801, -2.9691, -1.8561], [0.5495, -1.8859, -2.2643], [-1.6275, -2.0694, -3.7897], [-3.5931, -3.1821, -2.7364], [-5.0717, -1.9624, -1.2476], [-4.6588, 0.4319, -0.7444], [-2.5582, 1.5301, -1.5978], [1.1043, 0.4522, -6.1975], [0.5579, 0.7919, -8.5607], [-1.5612, 1.7939, -9.1495], [-3.2038, 2.4244, -7.3642], [-2.7769, 1.8563, -5.0340]], "forces_ev_per_angstrom": [[-0.1, 0.1, -1.4], [-1.2, 0.2, 0.1], [0.6, -0.2, 0.0], [-0.8, -0.4, 0.3], [0.9, -0.3, -0.4], [0.1, -0.2, 0.3], [0.4, 1.0, -0.3], [-0.6, 0.9, -0.3], [0.3, 0.1, 0.1], [1.0, -0.4, 0.2], [0.1, -0.8, -0.2], [-1.4, 0.7, 0.2], [-0.2, -0.3, 0.4], [0.1, -0.4, 0.1], [0.0, -0.1, -0.2], [-0.2, 0.0, 0.0], [0.3, -0.1, -0.1], [-0.2, -0.4, 0.0], [-0.6, 0.1, 0.0], [0.6, 0.4, 0.0], [0.7, 0.1, -0.1], [0.6, -0.1, -0.2], [-0.1, 0.1, 0.0], [-0.4, 0.5, 0.8], [1.0, 0.0, 0.2], [-1.5, -0.2, -0.9], [0.5, 0.3, 0.0], [0.2, 0.0, 0.0], [0.6, 0.5, 0.8], [-0.2, -0.9, -1.5], [0.0, 0.3, 0.5], [0.3, -0.2, 1.0], [-0.3, 0.1, -1.0], [0.8, -0.5, 1.1], [-0.5, -0.2, 0.5], [-1.0, 0.0, 0.1], [0.5, -1.0, -0.4], [-0.2, 1.0, 0.3], [-0.7, -0.2, 0.4], [0.2, 0.5, 0.3], [-0.1, -0.6, -0.3], [0.6, -0.3, 0.0], [-0.6, 0.0, -0.2], [0.0, -0.3, 0.2], [-0.3, 0.0, 0.1], [0.0, 0.0, -0.1], [0.0, 0.1, 0.1], [-0.2, 0.0, -0.2], [0.0, 1.0, -0.5], [0.0, -0.1, -0.1], [-0.7, 0.4, 0.1], [0.1, 0.1, -0.3], [0.8, 0.1, -0.5], [0.6, -0.9, -0.1], [-0.1, 0.3, -0.1], [0.6, -0.4, -0.1], [-1.1, -0.7, -0.3], [0.3, 1.0, 0.7], [-0.3, 0.0, 1.0], [0.8, 0.0, -0.6], [0.7, 0.9, 0.5], [-0.5, -0.3, -0.1], [-0.3, 0.3, -0.2], [0.5, -1.3, 1.1], [0.4, 0.2, -0.4], [0.5, -0.8, 0.8], [-0.7, 1.2, -0.5], [-0.6, -0.6, 0.5], [0.2, 0.3, 0.0], [0.1, -0.7, -0.1], [-1.2, -0.2, 1.2], [0.2, 1.0, -0.2], [-0.2, -0.7, -0.3], [-1.1, 0.4, -0.3], [0.0, -0.1, 1.0], [-1.1, 0.4, -0.3], [-0.1, -0.1, 0.3], [0.1, 0.1, 0.0], [0.4, 0.1, -0.1], [0.2, 0.0, -0.1], [0.1, 0.1, -0.2], [-0.2, -0.6, 0.1], [-0.4, 0.1, 0.6], [-0.5, -0.3, 0.0], [0.6, 0.4, -0.4], [-0.3, 0.4, -0.1], [0.3, 0.4, -0.4], [-0.3, -0.3, -0.1], [0.0, 0.1, 0.1], [0.2, 0.3, -0.2], [0.7, 0.5, -0.5], [0.6, -0.4, -0.2], [-0.1, 0.0, 0.0], [1.0, -0.6, 0.2], [0.6, -0.1, -0.4], [-0.2, 0.2, -0.2], [0.1, -0.2, 0.0], [0.4, -0.4, -0.2]], "lowdin_charge": [1.5884, -0.0056, 0.0132, 0.0071, -0.2253, -0.0296, -0.0875, -0.1974, 0.0300, -0.0023, 0.0048, -0.0820, -0.0256, 0.1219, 0.1309, 0.1182, 0.1008, 0.1138, 0.1233, 0.1202, 0.1067, 0.6758, -0.5840, -0.1002, -0.0354, -0.0234, -0.0469, -0.3722, 1.0036, -0.3995, -0.1031, -0.0536, -0.0616, -0.0683, -0.0756, -0.3701, -0.0826, -0.0613, -0.0437, -0.0492, -0.0848, 0.1207, 0.1263, 0.1204, 0.1052, 0.0772, 0.1049, 0.1161, 0.1331, 0.1114, 0.0915, 0.1155, 0.1102, 0.1069, 0.1267, -0.1744, -0.5743, -0.1563, -0.1518, -0.2307, 1.0172, -0.2505, -0.1247, -0.0777, -0.0638, -0.1069, -0.1241, -0.2677, -0.0938, -0.0893, -0.1141, -0.0983, -0.1046, -0.2767, -0.1153, -0.0749, -0.0659, -0.0766, -0.0996, 0.1037, 0.1234, 0.0915, 0.0646, 0.1189, 0.0988, 0.1136, 0.1008, 0.0839, 0.1116, 0.1139, 0.1174, 0.1067, 0.0890, 0.0818, 0.1044, 0.1048, 0.1068, 0.1055], "gap_ev": 6.3, "total_charge": 2}

***

{"formula": "C38H38F3IN11O2S", "method": "ωB97M-V with the def2-TZVPD basis set", "species": ["N", "C", "N", "C", "I", "N", "S", "O", "O", "C", "F", "F", "F", "N", "H", "H", "H", "N", "C", "C", "C", "C", "C", "H", "H", "H", "H", "H", "N", "C", "C", "C", "C", "C", "H", "H", "H", "H", "H", "N", "C", "C", "C", "C", "C", "H", "H", "H", "H", "H", "N", "C", "C", "C", "C", "C", "H", "H", "H", "H", "H", "N", "C", "C", "C", "C", "C", "H", "H", "H", "H", "H", "N", "C", "C", "C", "C", "C", "H", "H", "H", "H", "H", "N", "C", "C", "C", "C", "C", "H", "H", "H", "H", "H"], "positions_angstrom": [[-4.4123, 9.5570, -0.8891], [-4.2802, 8.2395, -0.7399], [-4.5310, 7.5619, 0.3791], [-4.2622, 6.3040, 0.1202], [-4.4380, 4.7674, 1.5052], [-3.8553, 6.1737, -1.1667], [-3.3513, 4.8470, -2.0879], [-3.8452, 4.9326, -3.4101], [-3.5751, 3.6464, -1.3820], [-1.5083, 5.0834, -2.1185], [-1.0123, 4.5579, -3.2123], [-1.0065, 4.5432, -1.0270], [-1.2134, 6.3979, -2.0988], [-3.8622, 7.4307, -1.7239], [-4.2114, 10.1381, -0.0961], [-4.6551, 9.9952, -1.7565], [-3.6024, 7.6587, -2.6703], [-0.1513, 1.2144, 1.1772], [0.3642, 2.1955, 0.4397], [1.7046, 2.5481, 0.4520], [2.5586, 1.8435, 1.2876], [2.0363, 0.8271, 2.0706], [0.6784, 0.5511, 1.9744], [-0.3453, 2.7113, -0.1801], [2.0696, 3.3545, -0.1706], [3.6121, 2.0877, 1.3322], [2.6659, 0.2586, 2.7417], [0.2246, -0.2379, 2.5638], [-1.5105, 2.9280, 6.1677], [-0.6118, 2.7238, 5.2071], [0.3813, 1.7588, 5.2708], [0.4502, 0.9603, 6.4002], [-0.4737, 1.1596, 7.4129], [-1.4296, 2.1506, 7.2465], [-0.6977, 3.3710, 4.3403], [1.0791, 1.6412, 4.4564], [1.2103, 0.1948, 6.4902], [-0.4564, 0.5601, 8.3122], [-2.1730, 2.3364, 8.0136], [0.3228, -0.9603, -4.7188], [-0.7203, -0.5080, -5.4114], [-1.2985, 0.7363, -5.2056], [-0.7622, 1.5523, -4.2238], [0.3222, 1.0971, -3.4928], [0.8239, -0.1616, -3.7813], [-1.1075, -1.1819, -6.1670], [-2.1447, 1.0533, -5.7991], [-1.1834, 2.5264, -4.0270], [0.7708, 1.7011, -2.7145], [1.6743, -0.5582, -3.2362], [-6.6379, 3.1197, 4.4498], [-5.4093, 3.6020, 4.5583], [-4.7433, 3.8028, 5.7536], [-5.4121, 3.4792, 6.9231], [-6.6995, 2.9747, 6.8386], [-7.2659, 2.8129, 5.5823], [-4.9285, 3.8449, 3.6084], [-3.7354, 4.1957, 5.7705], [-4.9354, 3.6175, 7.8843], [-7.2552, 2.7101, 7.7269], [-8.2688, 2.4184, 5.4703], [4.5447, -5.0761, -1.8763], [3.5049, -4.6063, -2.5612], [2.9363, -3.3602, -2.3452], [3.4781, -2.5556, -1.3574], [4.5617, -3.0261, -0.6322], [5.0547, -4.2863, -0.9314], [3.1115, -5.2703, -3.3219], [2.0913, -3.0326, -2.9369], [3.0633, -1.5754, -1.1546], [5.0159, -2.4309, 0.1481], [5.9019, -4.6932, -0.3897], [3.8382, -6.7536, -8.3068], [5.0425, -6.2225, -8.1085], [5.5396, -5.8860, -6.8585], [4.7385, -6.1104, -5.7515], [3.4821, -6.6624, -5.9387], [3.0831, -6.9653, -7.2317], [5.6346, -6.0612, -9.0026], [6.5279, -5.4593, -6.7572], [5.0905, -5.8609, -4.7577], [2.8240, -6.8572, -5.1025], [2.1091, -7.4020, -7.4235], [3.1383, -8.2258, 0.5624], [2.2624, -8.7829, 1.3955], [1.3983, -8.0586, 2.2034], [1.4492, -6.6760, 2.1448], [2.3559, -6.0783, 1.2850], [3.1739, -6.8945, 0.5172], [2.2576, -9.8673, 1.4119], [0.7053, -8.5665, 2.8599], [0.7920, -6.0741, 2.7599], [2.4299, -5.0012, 1.2071], [3.8931, -6.4684, -0.1696]], "forces_ev_per_angstrom": [[0.1, -0.1, 0.2], [0.0, 0.8, -0.7], [0.2, -0.1, 0.6], [0.1, -0.4, 0.7], [0.0, 0.7, -0.6], [0.2, -0.5, -1.0], [0.1, -2.4, -1.1], [0.0, 1.5, -0.1], [-0.1, 0.4, 0.9], [0.4, 1.1, 0.3], [-0.1, -0.1, 0.2], [0.0, 0.0, -0.3], [-0.3, -0.2, -0.1], [-0.5, 0.3, 0.6], [-0.4, 0.1, 0.2], [0.2, 0.0, -0.2], [0.1, -0.3, -0.2], [0.0, 0.1, 0.0], [0.1, -0.2, 0.2], [0.0, 0.0, 0.0], [0.1, 0.0, 0.0], [0.0, 0.0, -0.1], [0.0, -0.1, 0.0], [0.0, 0.0, -0.2], [0.0, 0.0, 0.0], [0.0, 0.0, 0.0], [0.0, 0.0, 0.0], [0.1, 0.0, 0.0], [0.1, -0.1, 0.0], [-0.1, 0.1, -0.1], [0.0, 0.0, 0.1], [0.0, 0.0, 0.0], [0.0, 0.0, 0.0], [-0.1, 0.0, 0.0], [0.1, 0.0, 0.0], [0.0, 0.0, 0.0], [0.0, 0.0, 0.0], [0.0, 0.0, 0.0], [0.0, 0.0, 0.1], [-0.1, 0.1, 0.0], [0.0, -0.1, 0.0], [0.0, 0.0, 0.0], [0.0, -0.1, 0.0], [0.0, 0.1, 0.0], [0.1, -0.1, 0.0], [0.0, 0.0, 0.0], [0.0, 0.0, 0.0], [0.0, -0.1, -0.1], [0.0, 0.0, 0.0], [0.0, 0.1, 0.0], [0.0, 0.0, -0.1], [0.0, -0.1, 0.0], [0.1, 0.2, -0.1], [0.0, 0.0, 0.0], [0.1, 0.0, 0.0], [-0.1, 0.0, 0.0], [0.0, -0.2, 0.5], [0.0, -0.1, 0.0], [0.0, 0.0, 0.0], [0.0, 0.0, 0.0], [0.0, 0.0, 0.1], [0.0, 0.3, -0.1], [0.0, -0.1, -0.1], [-0.1, 0.1, 0.0], [0.0, 0.0, 0.0], [0.0, 0.0, 0.0], [0.1, -0.1, 0.0], [-0.1, 0.1, 0.0], [0.0, 0.0, 0.0], [0.0, 0.0, 0.0], [0.0, 0.0, 0.0], [0.0, 0.0, 0.0], [0.0, 0.0, 0.1], [0.0, 0.0, -0.1], [0.0, 0.0, 0.0], [0.0, 0.0, 0.1], [0.0, 0.0, 0.0], [-0.1, 0.0, -0.1], [0.0, 0.0, 0.0], [0.0, 0.0, 0.0], [0.0, 0.0, 0.0], [0.0, 0.0, 0.0], [0.0, 0.0, 0.1], [-0.1, 0.0, 0.1], [0.1, -0.1, -0.1], [0.0, 0.0, 0.0], [0.0, 0.1, 0.0], [0.0, 0.0, 0.0], [0.1, -0.1, 0.0], [0.0, 0.0, 0.0], [0.0, 0.0, 0.0], [0.0, 0.0, 0.0], [0.0, 0.0, 0.0], [-0.1, -0.1, 0.0]], "lowdin_charge": [0.2214, -0.3739, 0.1565, -0.7366, 1.2663, -0.1592, 0.7206, -0.1865, -0.2517, -0.6563, 0.1867, 0.1575, 0.1409, 0.1694, 0.1347, 0.1304, 0.1919, 0.0686, -0.1661, -0.0701, -0.0716, -0.0838, -0.1651, 0.0728, 0.1016, 0.1096, 0.1073, 0.1102, 0.0495, -0.1483, -0.0690, -0.0681, -0.0632, -0.1465, 0.1008, 0.0756, 0.1088, 0.1053, 0.1020, 0.0641, -0.1425, -0.0634, -0.0829, -0.0665, -0.1480, 0.1079, 0.1031, 0.0756, 0.0890, 0.0893, 0.0568, -0.2185, -0.0664, -0.0676, -0.0602, -0.1445, -0.0942, 0.0845, 0.1076, 0.1056, 0.1069, 0.0495, -0.1424, -0.0580, -0.0840, -0.0733, -0.1631, 0.0899, 0.0940, 0.0945, 0.0999, 0.1108, 0.0514, -0.1577, -0.0724, -0.0830, -0.0790, -0.1569, 0.1020, 0.1003, 0.0918, 0.0932, 0.1020, 0.0609, -0.1563, -0.0780, -0.0887, -0.0727, -0.1480, 0.1028, 0.0993, 0.1014, 0.0937, 0.0678], "gap_ev": 6.1, "total_charge": 1}

***

{"formula": "C4H11FInNO", "method": "ωB97M-V with the def2-TZVPD basis set", "species": ["In", "F", "C", "C", "C", "O", "C", "N", "H", "H", "H", "H", "H", "H", "H", "H", "H", "H", "H"], "positions_angstrom": [[2.4853, 0.9424, -1.8031], [1.6739, 1.7031, -4.4491], [-2.2529, 0.8079, 0.1273], [-0.7208, 0.7627, 0.0579], [-0.0200, -0.2901, 0.9475], [1.3642, -0.4107, 0.5982], [1.9756, -1.5318, 1.2539], [-0.4139, 0.3958, -1.3345], [-2.5903, 1.1283, 1.1181], [-2.8144, -0.1084, -0.0615], [-2.5974, 1.5480, -0.5968], [-0.2076, 1.6947, 0.3028], [-0.5469, -1.2477, 0.9062], [-0.0732, 0.0162, 1.9965], [1.4229, -2.4573, 1.0924], [2.0244, -1.3209, 2.3255], [2.9980, -1.6634, 0.9055], [-0.4672, -0.6138, -1.4980], [-1.2395, 0.6451, -1.8889]], "forces_ev_per_angstrom": [[-2.3, 0.0, -1.7], [0.7, -0.6, 2.3], [-0.4, 0.5, 0.2], [1.5, -1.5, 0.4], [-0.7, 0.3, 0.3], [0.0, 0.4, -0.4], [0.4, -0.4, 0.4], [-0.7, -0.4, -0.4], [0.3, 0.2, 0.1], [0.6, -0.3, -0.2], [-0.1, 0.1, 0.2], [-0.7, 0.5, -0.2], [0.2, -0.2, -0.3], [0.1, 0.1, 0.1], [-0.1, 0.1, -0.1], [-0.1, 0.0, 0.0], [-0.1, 0.2, -0.2], [0.8, -0.3, 0.4], [0.7, 1.2, -0.8]], "lowdin_charge": [1.5438, -0.2888, 0.0100, -0.3536, -0.1565, -0.2861, -0.0312, 0.1400, 0.1251, 0.1137, 0.1057, 0.1566, 0.1509, 0.1606, 0.1141, 0.1231, 0.1042, 0.1346, 0.1338], "gap_ev": 3.7, "total_charge": 2}

***

> Number 3 is which compound?

C4H11FInNO